{"formula": "C39H94N2O9", "method": "ωB97M-V/def2-TZVPD", "symbols": ["O", "O", "O", "O", "O", "O", "O", "O", "O", "N", "N", "C", "C", "C", "C", "C", "C", "C", "C", "C", "C", "C", "C", "C", "C", "C", "C", "C", "C", "C", "C", "C", "C", "C", "C", "C", "C", "C", "C", "C", "C", "C", "C", "C", "C", "C", "C", "C", "C", "C", "H", "H", "H", "H", "H", "H", "H", "H", "H", "H", "H", "H", "H", "H", "H", "H", "H", "H", "H", "H", "H", "H", "H", "H", "H", "H", "H", "H", "H", "H", "H", "H", "H", "H", "H", "H", "H", "H", "H", "H", "H", "H", "H", "H", "H", "H", "H", "H", "H", "H", "H", "H", "H", "H", "H", "H", "H", "H", "H", "H", "H", "H", "H", "H", "H", "H", "H", "H", "H", "H", "H", "H", "H", "H", "H", "H", "H", "H", "H", "H", "H", "H", "H", "H", "H", "H", "H", "H", "H", "H", "H", "H", "H", "H"], "xyz": [[2.3103, -0.6886, 6.8577], [0.7467, -3.3570, -0.3888], [-2.4399, 2.7307, -2.3472], [4.2665, -2.4098, 2.9192], [-1.5684, -4.4900, 4.8262], [1.1030, 4.5194, -6.9604], [7.2591, -4.1086, -5.0705], [-5.5717, -2.1451, -2.4059], [-4.3165, 3.1685, 1.8743], [-3.4666, 4.0291, 2.4151], [0.5017, -2.1203, -1.0406], [5.5659, -1.8521, 2.7946], [-4.1561, 1.8750, -3.6987], [0.9440, -1.9965, -2.4403], [-4.0948, 5.2460, 2.9200], [0.1140, -6.3234, 4.4864], [1.4641, -0.9623, 4.9243], [-2.3060, 3.4745, 3.0561], [1.6897, 4.2808, -4.7618], [6.0536, -4.5295, -5.5782], [6.0443, -6.0561, -5.8487], [-4.7060, 3.5311, -2.0042], [-3.8775, -1.4332, -3.8927], [-1.0358, -5.0702, 2.5520], [-3.8212, 2.3724, -2.3018], [-4.9849, 4.9989, 4.1566], [-3.5052, -3.3141, -2.1954], [2.4377, -1.8123, -2.5340], [5.5956, -0.5908, 1.9611], [0.5033, -3.1740, -3.2242], [-4.9204, 5.9461, 1.8138], [0.4925, 0.5307, -2.1224], [-2.4870, 2.5392, 4.2951], [-0.2030, 2.9908, -5.8223], [0.1062, 0.2787, -0.6386], [-1.5596, 2.6038, 1.9217], [-1.9341, 5.8097, 4.2254], [0.5711, -0.9997, 0.0161], [-0.4720, -4.9527, 3.9994], [5.0236, -4.1983, -4.5405], [-4.1821, -1.9643, -2.4811], [0.3396, -0.6976, -3.0126], [-3.1314, 6.3552, 3.3341], [-0.4978, -1.2788, 1.1083], [1.8936, -0.7716, 0.6887], [2.6958, -0.3071, 5.5824], [-1.3403, 4.6282, 3.4843], [6.4587, -2.9234, 2.2476], [1.1862, 3.5515, -5.9211], [2.7898, 1.2667, 5.3614], [-2.2685, 5.5679, 5.2342], [-5.7490, 3.2896, -1.7998], [2.9395, -0.9574, -2.0807], [-4.8061, 4.2448, -2.8220], [-2.8228, 6.9973, 2.5092], [-2.4650, -3.0759, -1.9733], [-0.2845, -2.1153, 1.7737], [2.6664, -0.4223, 0.0039], [-3.9774, 1.5261, -1.6329], [6.5460, -0.0848, 2.1309], [0.8944, -3.2035, -4.2412], [-2.2693, 3.3231, -1.6113], [2.2207, -1.7198, 1.1151], [-4.0941, 2.6496, -4.4631], [3.6900, 1.7071, 5.7901], [5.9406, -1.5789, 3.7810], [-2.9014, 3.1775, 5.0754], [4.7524, 0.0205, 2.2825], [7.3107, -2.4332, 1.7765], [-0.7224, -0.8398, -3.2129], [-0.7869, 4.9697, 2.6095], [0.4264, 1.1921, -0.1374], [-0.3642, 2.1217, -5.1845], [-0.0218, 1.3951, -2.5425], [-3.6706, -4.0351, -2.9960], [-5.4933, 5.9137, 4.4608], [-4.3477, 5.9337, 0.8865], [-1.9740, -5.6091, 2.6842], [0.8406, -0.3934, -3.9316], [-5.2077, 1.5952, -3.6357], [-3.8598, -2.1544, -4.7098], [2.6740, 4.7482, -4.7896], [1.5117, 0.8774, -2.2928], [1.8734, 1.8095, 5.5929], [-0.1240, -3.7446, -0.5031], [0.8832, 4.9673, -4.5040], [5.1382, -3.2131, -4.0883], [-0.5852, -3.1185, -3.2381], [1.6595, -0.1011, 1.5156], [2.9711, 1.3960, 4.2944], [5.6063, -0.6924, 0.8759], [0.3195, -4.2066, 4.0695], [-5.0853, 7.0145, 1.9530], [6.0090, -3.5306, 1.4620], [1.2474, -1.9846, 5.2340], [5.8456, -3.8315, -6.3891], [-3.3084, 1.8718, 4.0343], [-0.5268, 2.6077, -6.7901], [5.9374, -6.7086, -4.9823], [0.3149, 4.9846, -6.6703], [-1.5217, 2.0803, 4.5092], [6.9381, -6.2782, -6.4317], [2.9227, -2.5869, -1.9400], [-2.1757, 1.7440, 1.6587], [-3.8672, -1.2470, -1.7232], [4.0274, -4.2201, -4.9821], [-1.2145, -4.0937, 2.1021], [6.7930, -3.5618, 3.0655], [-4.4348, 4.0550, -1.0876], [-5.7697, 5.3421, 1.4944], [-4.4020, 4.5869, 4.9804], [2.7577, -1.9623, -3.5652], [-4.6932, 2.7679, 2.6612], [-0.9729, 0.3654, -0.5116], [3.6320, -2.0807, 2.2783], [1.8093, 3.7260, -3.8312], [-0.3173, -5.4765, 1.8401], [0.9376, -4.0845, -2.8115], [0.6984, -6.2179, 5.4005], [5.2173, -4.8257, -3.6704], [0.6211, -0.3437, 5.2322], [-5.7584, 4.2384, 4.0500], [1.8746, 2.7116, -6.0145], [-0.8568, 3.7525, -5.3975], [-3.4205, 1.1484, -4.0435], [-3.8639, -3.8073, -1.2920], [5.2032, -6.2646, -6.5099], [0.7066, -6.6936, 3.6498], [-1.4729, -1.5940, 0.7370], [-0.7313, -6.9711, 4.7189], [-1.2162, 6.6229, 4.3321], [-0.5481, 4.1965, 4.0959], [-6.0443, -1.3171, -2.2933], [-1.4856, 3.2196, 1.0254], [-2.9358, -0.8848, -3.8691], [-0.5779, 2.2571, 2.2445], [3.6465, -0.7119, 5.2356], [-4.6606, -0.7578, -4.2373], [1.5777, -0.9800, 3.8403], [7.9382, -4.1685, -5.7464], [1.7129, -1.4327, 6.9626], [-3.5669, 6.9729, 4.1195], [-0.8212, -0.4287, 1.7090], [-1.7654, -5.1432, 5.5016]], "atomic_forces_ev_per_a": [[1.97, 1.31, 4.14], [0.26, 0.18, -0.67], [-0.06, 0.10, 0.26], [-0.49, -0.11, 0.87], [0.55, -0.01, -0.21], [0.66, -0.48, -0.73], [2.06, 0.38, 1.02], [-1.15, -0.74, 0.54], [-1.68, -1.86, -0.37], [2.74, 3.86, 0.44], [-1.40, 1.69, 1.47], [-0.35, -0.21, -0.98], [0.20, 0.41, -0.08], [1.30, 2.38, 0.96], [-1.29, 1.35, 0.33], [-0.85, 1.42, -0.39], [0.51, 1.14, -2.52], [2.36, -0.85, -0.55], [-0.29, 0.70, 3.09], [-1.10, -0.25, 0.46], [-0.30, 1.10, -1.44], [-1.06, 1.07, 0.97], [0.33, 0.33, 0.05], [0.61, 0.63, 0.85], [0.35, -0.22, -1.66], [-0.21, -0.69, 0.18], [-0.17, 0.56, 0.42], [1.62, -1.27, 0.35], [0.17, 0.39, 0.04], [-0.05, -0.75, -0.35], [0.38, -1.22, -1.23], [0.40, -0.45, 0.25], [-1.31, 1.44, -1.24], [-0.60, -0.94, 0.80], [-0.36, 1.67, -1.57], [-0.97, 0.84, 0.92], [-0.75, 0.19, -1.92], [-1.29, -0.68, -1.09], [-0.26, -0.71, -0.12], [-0.11, 0.44, 0.91], [-0.12, -0.56, -0.96], [-0.84, 0.49, 0.31], [1.76, -0.66, 2.39], [-0.67, -1.08, 0.15], [0.25, -0.86, 0.20], [-2.40, -0.25, -0.91], [0.65, -0.56, -0.04], [1.00, -0.13, -0.22], [0.27, -1.02, -0.24], [0.03, -1.67, -0.41], [-0.20, -0.17, -0.08], [-0.05, -0.70, -0.04], [-0.72, 0.65, -0.41], [0.60, 0.05, -0.10], [0.32, -0.30, -0.02], [0.30, -0.38, -0.50], [0.67, 0.19, 0.19], [-0.06, 0.31, 0.22], [0.05, 0.09, 0.47], [-0.10, 0.29, 0.38], [-0.16, 0.61, -0.15], [0.14, 0.05, 0.18], [0.10, -0.12, 0.04], [-0.02, 0.50, 0.29], [-0.27, -0.10, 0.60], [-0.34, -0.03, 0.28], [0.52, -0.29, 0.55], [0.14, 0.40, -0.17], [0.41, -0.19, 0.18], [-0.15, -0.18, -0.13], [-0.29, 0.27, -0.30], [0.44, -0.24, 0.64], [0.51, -0.01, 0.46], [-0.74, -0.22, 0.15], [0.38, 0.21, -0.20], [0.10, -0.04, 0.06], [0.59, -0.06, -0.01], [0.11, -0.20, -0.64], [-0.08, -0.64, -0.37], [0.13, -0.77, -0.49], [0.26, -0.60, 0.43], [-0.26, 0.33, -0.97], [0.52, -0.19, 0.83], [0.11, -0.10, 0.36], [0.02, -0.54, 0.31], [0.35, 0.82, 0.18], [0.22, 0.38, -0.56], [-0.03, -0.72, -0.12], [0.58, 0.28, -0.05], [-0.19, -0.09, -0.29], [-0.53, -0.56, -0.08], [0.00, 0.14, -0.14], [-0.57, -0.29, 0.61], [-0.33, 0.09, 0.16], [0.48, -0.05, 0.07], [-0.30, -0.81, -1.02], [0.38, -0.78, 0.24], [-0.09, 0.57, -0.18], [0.30, 0.43, 0.18], [-0.12, 0.55, -0.48], [-0.45, -0.20, 0.27], [0.10, -0.37, 0.16], [-0.01, -0.64, -0.16], [0.03, -0.08, 0.10], [0.19, 0.19, 0.03], [-0.13, -0.53, 0.41], [-0.45, 0.21, 0.45], [0.10, -0.21, -0.24], [0.38, 0.16, 0.03], [-0.57, 0.43, 0.51], [0.21, 0.47, 0.19], [0.23, 0.28, -0.02], [-0.99, -0.89, -0.09], [-0.26, -0.28, -0.53], [0.32, 0.27, -0.16], [-0.34, -0.82, -0.02], [-0.08, -0.73, 0.24], [-0.55, -0.16, 0.37], [0.16, 0.07, -0.15], [-0.70, -0.52, -0.07], [-0.17, -0.03, -0.32], [-0.23, -0.02, -0.58], [0.27, 0.12, -1.51], [-0.39, 0.14, -0.34], [-0.60, -0.42, 0.27], [-0.36, 0.34, 0.14], [-0.13, -0.18, -0.04], [0.08, -0.37, 0.36], [0.04, -0.03, -0.95], [0.06, -0.35, -0.27], [0.20, -0.13, 0.01], [0.00, -0.38, 0.13], [0.23, 0.14, -0.08], [0.21, 0.06, 0.02], [0.09, -0.06, -0.28], [0.01, 0.09, 0.08], [0.07, -0.40, 0.25], [0.05, 0.26, 0.44], [-0.49, 0.03, -0.29], [0.07, -0.07, -0.01], [0.32, 0.17, -0.73], [-0.92, 0.42, -0.72], [0.83, 0.38, 0.08], [0.09, -0.08, 0.00]], "mulliken_charge": [-0.6129, -0.5736, -0.4073, -0.5206, -0.5460, -0.5542, -0.5479, -0.6132, -0.2845, 0.6570, 1.2755, 0.6876, -1.4294, 2.0320, 1.4327, -1.4440, -1.0343, 1.2210, -1.0117, 0.3815, -1.1250, -1.3817, -0.7757, -1.0019, 1.1789, -1.7155, -1.1392, -2.3420, -1.4222, -2.0398, -1.9971, -0.8912, -1.6237, -0.8931, -1.2711, -2.2164, -0.8637, 2.6334, 0.8905, -1.2982, 1.0327, -0.2788, -1.1887, -2.0568, -2.2385, 0.9160, -1.1460, -1.4397, 0.2831, -1.2023, 0.3577, 0.4425, 0.1547, 0.3488, 0.4261, -0.0663, 0.1752, 0.3200, -0.1694, 0.4668, 0.4230, 0.2435, 0.8497, 0.4660, 0.3711, 0.2193, 0.4106, 0.3005, 0.3908, -0.9807, 0.4749, 0.1908, 0.0780, 0.4706, 0.4047, 0.4572, 0.4620, 0.3452, 0.3968, 0.3893, 0.4177, 0.3266, 0.3285, 0.3152, 0.3234, 0.2510, 0.3167, 0.2019, 0.3478, 0.2709, 0.3258, -0.1018, 0.3777, 0.3137, 0.2902, 0.2852, 0.4088, 0.3395, 0.3169, 0.3878, 0.3176, 0.3368, 0.4391, 0.5571, -0.0990, 0.3554, 0.0756, 0.3229, 0.2170, 0.3860, 0.3492, 0.5179, 0.3330, 0.5400, 0.3175, 0.2205, 0.3322, 0.4683, 0.3900, 0.3461, 0.6323, 0.3615, 0.3273, 0.2865, 0.0702, 0.4076, 0.3238, 0.3579, 0.4501, 0.4081, 0.4050, 0.4421, 0.3328, 0.3848, -0.2142, 0.4414, 0.0011, 0.3218, -0.2382, 0.3165, 0.3592, 0.3626, 0.0590, 0.3202], "smiles": "CC1(C)CCCC(C)(C)N1O.CC1(C)CCCC(C)(C)N1O.CC(C)O.CC(C)O.CC(C)O.CC(C)O.CC(C)O.CC(C)O.CC(C)O", "gap_ha": 0.320, "lumo_ha": 0.016, "e_above_lowest_kj_mol": 552.2, "total_energy_ev": -63367.836, "spin_multiplicity": 1, "fmax_ev_per_a": 4.77, "homo_ev": -8.3}